(1)
63
Properties=species:S:1:pos:R:3:mulliken_charge:R:1 method="wB97M-V/def2-TZVPD" de_lowest_kj_mol=172.0 e_lumo_ev=0.644 largest_force_ev_per_a=1.11 smiles="CCOc1cc([C@H]2C(C#N)=C(N)O[C@@H]3CCCC(=O)[C@H]23)ccc1OCCN1CCOCC1" gap_ev=8.68 energy_ev=-40097.8719
C -2.090 -2.991 -2.866 -1.548
C -1.991 -1.742 -2.003 0.051
O -0.614 -1.488 -1.792 -0.506
C -0.191 -0.575 -0.877 -0.662
C 1.153 -0.690 -0.547 0.124
C 1.775 0.164 0.349 -0.438
C 3.244 0.008 0.658 0.828
C 3.590 -1.434 0.953 -0.352
C 2.710 -2.165 1.756 -0.924
N 1.997 -2.778 2.420 -0.657
C 4.704 -2.029 0.458 0.802
N 5.062 -3.320 0.734 -0.503
O 5.611 -1.413 -0.334 -0.422
C 5.535 0.002 -0.429 -0.291
C 6.259 0.686 0.732 -0.719
C 6.259 2.194 0.510 -0.722
C 4.834 2.739 0.391 -0.810
C 4.039 1.997 -0.659 -0.088
O 3.410 2.558 -1.519 -0.602
C 4.085 0.487 -0.547 0.615
C 1.020 1.162 0.936 -1.002
C -0.319 1.301 0.620 -0.727
C -0.949 0.455 -0.284 1.368
O -2.272 0.581 -0.631 -0.151
C -2.995 1.690 -0.142 -0.703
C -4.409 1.664 -0.754 -1.338
N -5.395 0.837 -0.103 0.054
C -5.796 1.280 1.219 -0.525
C -7.025 0.472 1.642 -0.728
O -6.746 -0.907 1.663 -0.394
C -6.316 -1.344 0.394 -0.821
C -5.077 -0.579 -0.072 -0.088
H -3.134 -3.224 -3.059 0.404
H -1.579 -2.832 -3.811 0.341
H -1.625 -3.831 -2.358 0.359
H -2.461 -0.892 -2.511 0.211
H -2.495 -1.902 -1.044 0.312
H 1.703 -1.488 -1.023 0.498
H 3.473 0.620 1.539 0.828
H 5.757 -3.721 0.127 0.259
H 4.337 -3.933 1.069 0.234
H 6.067 0.230 -1.362 0.450
H 5.770 0.433 1.674 0.263
H 7.283 0.311 0.778 0.391
H 6.807 2.423 -0.406 0.317
H 6.769 2.690 1.337 0.391
H 4.320 2.629 1.349 0.329
H 4.847 3.799 0.137 0.422
H 3.641 0.062 -1.455 0.622
H 1.466 1.844 1.645 0.396
H -0.875 2.094 1.092 0.379
H -3.060 1.658 0.954 0.470
H -2.494 2.621 -0.436 0.658
H -4.798 2.686 -0.761 0.426
H -4.319 1.321 -1.788 0.371
H -6.049 2.342 1.178 0.410
H -5.005 1.130 1.974 0.255
H -7.336 0.738 2.654 0.362
H -7.846 0.677 0.938 0.368
H -6.100 -2.409 0.495 0.363
H -7.123 -1.201 -0.340 0.380
H -4.803 -0.900 -1.078 0.271
H -4.241 -0.799 0.612 0.143


(2)
64
Properties=species:S:1:pos:R:3:mulliken_charge:R:1 method="wB97M-V/def2-TZVPD" de_lowest_kj_mol=2347.5 e_lumo_ev=0.217 largest_force_ev_per_a=18.53 gap_ev=7.76 energy_ev=-42122.6678
C -2.213 -2.787 -1.520 -1.216
H -2.575 -2.729 -2.590 0.303
H -1.499 -3.598 -1.594 0.341
H -1.544 -1.970 -1.493 0.137
C -3.309 -3.032 -0.675 0.082
N -4.437 -1.945 -0.643 0.109
C -4.036 -0.612 -0.551 -1.147
H -4.845 0.146 -1.074 0.152
C -3.362 0.100 0.489 -1.341
N -1.842 -0.136 0.634 0.709
C -1.316 -0.763 1.484 0.363
O -1.916 -1.639 2.118 -0.744
C 0.262 -0.982 1.131 0.493
O 1.122 -1.386 1.812 -0.575
C 0.371 0.244 0.141 -0.966
C 1.439 0.667 -0.221 1.187
C 2.896 0.170 0.085 0.728
C 3.358 0.247 1.403 0.151
N 4.789 0.046 1.153 0.054
C 4.989 -0.233 0.020 -0.295
C 3.852 -0.027 -0.961 1.275
C 3.690 -0.054 -2.196 -2.342
H 4.532 -0.763 -2.639 0.348
H 2.749 -0.413 -2.484 0.487
H 4.045 0.968 -3.084 0.280
C 6.424 -0.698 -0.508 0.322
O 6.721 -1.100 -1.634 -0.608
O 7.181 -0.734 0.548 -0.295
C 8.380 -1.378 0.406 -0.689
H 8.466 -2.360 -0.118 0.265
H 8.975 -0.527 -0.421 0.213
H 8.944 -1.428 1.123 0.416
H 5.356 -0.156 2.003 0.337
C 2.766 0.528 2.601 -2.043
H 3.506 0.984 3.307 0.432
H 2.381 -0.033 3.104 0.633
H 2.024 1.395 2.312 0.187
O 1.364 1.555 -1.133 -0.621
H 2.215 1.795 -1.752 0.465
C -1.105 0.891 -0.022 1.029
C -1.084 2.130 0.400 -0.195
C -1.078 2.948 1.644 -1.635
C -1.385 4.184 1.187 -0.724
C -1.748 4.144 -0.114 0.972
O -1.735 3.119 -0.773 -0.384
C -2.024 5.353 -0.988 -1.316
H -3.110 5.116 -1.287 0.261
H -2.043 6.185 -0.351 0.354
H -1.512 5.638 -1.950 0.292
H -1.366 5.106 1.901 0.252
H -0.553 2.505 2.275 0.941
H -1.146 0.709 -1.248 -0.077
H -3.536 -0.382 1.352 1.011
H -3.470 1.059 0.763 0.787
H -3.122 -0.432 -1.423 0.298
C -5.468 -2.011 0.400 -1.429
C -6.487 -3.200 -0.478 -1.135
H -6.073 -4.107 -0.433 0.467
H -6.739 -2.726 -1.383 0.402
H -7.201 -3.246 0.509 0.270
H -5.115 -2.520 1.096 0.724
H -6.008 -1.179 0.416 0.675
H -2.819 -2.783 0.407 0.109
H -3.973 -3.860 -0.483 0.461


(3)
67
Properties=species:S:1:pos:R:3:mulliken_charge:R:1 method="wB97M-V/def2-TZVPD" e_lumo_ev=1.578 largest_force_ev_per_a=1.38 charge=-1 gap_ev=4.52 energy_ev=-329906.3374
Sc -0.572 0.135 0.615 0.180
Se -0.107 0.511 -5.680 -0.696
Sb -1.061 -1.451 -4.646 0.324
Se -1.473 -0.262 -1.761 -0.476
Se 0.677 -1.239 -1.268 -0.793
Se -3.396 -1.737 -5.183 -0.724
C 0.299 0.554 2.703 -0.828
Si 0.612 2.356 2.660 0.005
C 1.743 2.686 1.192 -1.203
N 1.266 1.965 -0.029 0.929
C 0.372 2.851 -0.854 -0.220
C 0.849 3.017 -2.287 -0.741
C 2.284 3.541 -2.319 -0.708
C 3.216 2.693 -1.422 -0.580
C 2.448 1.529 -0.809 -1.221
C -0.942 3.367 2.293 0.656
C -2.211 2.796 2.200 -0.477
C -3.328 3.559 1.869 -0.601
C -3.193 4.919 1.645 -0.518
C -1.941 5.515 1.756 -0.703
C -0.834 4.745 2.072 -0.014
C 1.347 3.093 4.240 0.753
C 2.650 2.763 4.626 -0.503
C 3.164 3.147 5.855 -0.634
C 2.376 3.870 6.740 -0.395
C 1.078 4.206 6.383 -0.696
C 0.574 3.820 5.148 -0.253
H -0.376 0.315 3.534 0.335
H 1.253 0.043 2.882 0.308
H 2.748 2.332 1.443 0.644
H 1.850 3.760 0.991 0.423
H 0.307 3.831 -0.372 0.165
H -0.645 2.446 -0.874 0.119
H 0.180 3.720 -2.785 0.473
H 0.748 2.078 -2.839 0.104
H 2.289 4.582 -1.980 0.284
H 2.644 3.543 -3.348 0.393
H 3.669 3.308 -0.641 0.208
H 4.039 2.277 -2.007 0.481
H 3.075 0.934 -0.142 0.497
H 2.113 0.859 -1.594 0.320
H -2.345 1.740 2.396 0.430
H -4.298 3.086 1.781 0.425
H -4.057 5.516 1.381 0.372
H -1.831 6.578 1.583 0.389
H 0.137 5.225 2.143 0.418
H 3.280 2.188 3.953 0.270
H 4.178 2.878 6.127 0.382
H 2.770 4.167 7.704 0.365
H 0.456 4.771 7.068 0.376
H -0.442 4.095 4.884 0.298
C -4.296 -1.434 3.273 -0.973
N -3.279 -2.175 2.538 0.186
C -3.049 -3.501 2.745 -0.087
C -2.106 -4.175 2.055 -1.050
C -1.348 -3.440 1.083 0.797
N -1.519 -2.128 0.945 0.220
C -2.457 -1.505 1.658 0.473
O -2.595 -0.269 1.516 -0.613
N -0.462 -4.003 0.278 -0.159
H -5.075 -2.127 3.585 0.392
H -4.719 -0.678 2.620 0.290
H -3.863 -0.944 4.145 0.274
H -3.664 -3.973 3.498 0.380
H -1.928 -5.224 2.231 0.356
H -0.351 -4.999 0.233 0.223
H 0.000 -3.377 -0.401 -0.051


(4)
67
Properties=species:S:1:pos:R:3:mulliken_charge:R:1 method="wB97M-V/def2-TZVPD" de_lowest_kj_mol=0.0 e_lumo_ev=4.381 largest_force_ev_per_a=1.43 charge=-2 gap_ev=3.25 energy_ev=-56275.0892
Pd 0.237 0.298 -0.114 -0.536
C 1.872 1.014 3.900 -1.690
C 1.497 0.235 2.670 0.534
N 0.292 0.170 2.222 0.235
O -0.624 0.925 2.966 -0.649
C 2.505 -0.499 1.912 -0.022
C 3.766 -0.964 2.580 -1.701
N 2.263 -0.762 0.654 0.824
O 3.082 -1.559 0.018 -0.946
H 1.167 1.832 4.039 0.483
H 2.883 1.418 3.815 0.333
H 1.833 0.383 4.794 0.346
H -1.381 0.916 2.368 0.313
H 3.590 -1.293 3.610 0.345
H 4.528 -0.174 2.603 0.248
H 4.164 -1.792 1.994 0.413
C -0.998 -5.248 -0.598 -1.061
N -1.712 -4.282 0.191 0.060
C -3.136 -4.358 0.372 -0.477
C -3.459 -2.922 0.829 0.395
O -4.585 -2.597 1.175 -0.746
N -2.340 -2.159 0.757 -0.250
C -1.344 -2.948 0.333 0.638
N -0.109 -2.570 0.086 0.589
H -1.245 -6.254 -0.254 0.346
H 0.076 -5.119 -0.476 0.368
H -1.235 -5.181 -1.668 0.308
H -3.423 -5.080 1.141 0.259
H -3.671 -4.592 -0.556 0.272
H 0.216 -1.497 0.058 -0.675
H 0.518 -3.216 -0.361 0.325
C 1.402 5.375 -0.580 -0.971
N 1.697 3.985 -0.844 0.134
C 1.923 3.267 0.404 -0.791
C 0.687 3.326 -1.702 -2.033
C -0.708 3.196 -1.119 2.285
C -1.592 4.267 -1.280 -0.455
C -2.865 4.244 -0.719 -0.537
C -3.254 3.115 -0.009 -0.756
C -2.376 2.039 0.123 -0.088
C -1.067 2.025 -0.402 -1.247
H 2.260 5.835 -0.075 0.336
H 0.515 5.523 0.058 0.318
H 1.235 5.907 -1.522 0.299
H 2.864 3.612 0.851 0.389
H 1.983 2.197 0.211 -0.058
H 1.112 3.415 1.134 0.334
H 1.058 2.319 -1.897 0.337
H 0.664 3.888 -2.644 0.614
H -1.294 5.133 -1.870 0.271
H -3.539 5.087 -0.838 0.328
H -4.247 3.066 0.433 0.392
H -2.755 1.147 0.626 0.351
S -1.053 0.350 -4.668 -0.336
C -1.287 -0.091 -2.969 -0.496
N -0.235 -0.463 -2.334 0.311
C 0.865 -0.518 -3.190 -0.588
C 2.146 -0.925 -2.821 -0.174
C 3.131 -0.949 -3.794 -0.916
C 2.871 -0.566 -5.116 -0.284
C 1.607 -0.139 -5.485 -0.560
C 0.613 -0.117 -4.512 0.766
H -2.236 0.115 -2.492 0.445
H 2.384 -1.174 -1.780 0.397
H 4.130 -1.264 -3.516 0.415
H 3.665 -0.591 -5.853 0.348
H 1.396 0.173 -6.501 0.341


(5)
58
Properties=species:S:1:pos:R:3:mulliken_charge:R:1 method="wB97M-V/def2-TZVPD" de_lowest_kj_mol=0.0 e_lumo_ev=0.444 largest_force_ev_per_a=0.63 smiles="CC(=O)c1cccc(CN2CCC(CO)(CCCc3ccccc3)CC2)c1" gap_ev=8.73 energy_ev=-30976.6025
C -7.949 0.018 -0.151 -1.416
C -6.598 0.075 -0.826 0.909
O -6.441 0.657 -1.875 -0.594
C -5.472 -0.614 -0.143 0.167
C -5.638 -1.422 0.983 -0.460
C -4.542 -2.034 1.558 -1.060
C -3.274 -1.849 1.029 -0.494
C -3.090 -1.052 -0.093 0.135
C -1.725 -0.842 -0.693 -0.493
N -1.492 0.572 -0.930 0.201
C -1.377 1.358 0.283 -1.246
C -0.055 1.152 1.035 -1.161
C 1.169 1.386 0.138 2.446
C 1.319 2.898 -0.160 -1.164
O 1.314 3.720 0.979 -0.532
C 2.474 0.924 0.826 -1.665
C 2.497 -0.504 1.370 -0.375
C 3.926 -0.938 1.726 -1.442
C 4.795 -1.024 0.503 0.489
C 5.759 -0.061 0.236 -0.279
C 6.528 -0.129 -0.912 -0.608
C 6.342 -1.163 -1.813 -0.440
C 5.385 -2.131 -1.555 -0.720
C 4.620 -2.060 -0.406 -0.153
C 0.994 0.637 -1.194 -1.001
C -0.390 0.858 -1.822 -1.496
C -4.193 -0.442 -0.669 -0.110
H -7.880 0.394 0.867 0.386
H -8.655 0.621 -0.715 0.350
H -8.305 -1.010 -0.122 0.361
H -6.615 -1.582 1.410 0.369
H -4.672 -2.659 2.430 0.372
H -2.425 -2.330 1.493 0.412
H -1.693 -1.345 -1.666 0.527
H -0.965 -1.314 -0.049 0.154
H -2.213 1.101 0.939 0.530
H -1.484 2.409 0.004 0.416
H -0.019 1.841 1.880 0.370
H -0.032 0.134 1.425 0.463
H 0.478 3.251 -0.758 0.406
H 2.239 3.054 -0.743 0.439
H 2.076 3.502 1.527 0.368
H 2.694 1.594 1.663 0.301
H 3.282 1.027 0.097 0.367
H 1.880 -0.574 2.268 0.396
H 2.100 -1.201 0.630 0.302
H 3.884 -1.917 2.210 0.452
H 4.353 -0.228 2.437 0.447
H 5.912 0.749 0.937 0.368
H 7.275 0.628 -1.105 0.379
H 6.940 -1.216 -2.710 0.388
H 5.238 -2.943 -2.252 0.389
H 3.879 -2.822 -0.208 0.411
H 1.765 0.956 -1.898 0.582
H 1.127 -0.433 -1.026 0.376
H -0.489 0.232 -2.713 0.498
H -0.494 1.900 -2.139 0.453
H -4.065 0.189 -1.535 0.529


(6)
60
Properties=species:S:1:pos:R:3:mulliken_charge:R:1 method="wB97M-V/def2-TZVPD" de_lowest_kj_mol=0.0 e_lumo_ev="-5.088 / -8.629" largest_force_ev_per_a=1.38 charge=+2 multiplicity=5 gap_ev="8.93 / 6.43" energy_ev=-42316.2097
Pd 0.480 1.129 -0.664 -0.499
C 2.363 0.456 3.540 -1.075
Si 1.128 1.467 2.679 -0.313
C 1.882 2.862 1.808 -0.869
C -0.217 2.076 3.762 -0.927
N 0.330 0.443 1.367 0.871
C -0.163 -0.812 1.366 1.054
C -0.472 -1.393 2.611 -0.512
C -0.959 -2.650 2.658 -1.031
C -1.152 -3.425 1.489 -0.859
C -0.825 -2.908 0.239 -0.647
C -0.411 -1.587 0.169 0.184
O -0.067 -0.964 -0.998 1.189
C -0.501 -1.301 -2.326 0.840
C -1.767 -1.774 -2.553 -0.501
C -2.124 -2.048 -3.867 -0.957
C -1.246 -1.798 -4.918 -0.816
C 0.005 -1.255 -4.649 -0.775
C 0.411 -1.025 -3.324 -0.600
H 3.114 1.123 3.931 0.455
H 2.885 -0.262 2.904 0.332
H 1.977 -0.054 4.416 0.375
H 2.102 3.700 2.466 0.479
H 1.176 3.261 1.067 0.159
H 2.848 2.573 1.339 0.185
H 0.237 2.581 4.610 0.443
H -0.851 1.296 4.203 0.352
H -0.836 2.778 3.238 0.294
H -0.204 -0.810 3.506 0.227
H -1.164 -3.086 3.619 0.495
H -1.501 -4.438 1.582 0.492
H -0.890 -3.550 -0.619 0.668
H -2.433 -1.953 -1.739 0.913
H -3.094 -2.490 -4.058 0.463
H -1.505 -1.994 -5.956 0.446
H 0.723 -1.003 -5.443 0.438
H 1.420 -0.678 -3.153 0.357
C -0.780 2.806 -1.393 -1.900
C -1.799 2.094 -0.726 1.493
C -2.264 2.414 0.592 -0.737
C -3.253 1.674 1.207 -0.470
C -3.841 0.598 0.544 -0.739
C -3.484 0.334 -0.775 -0.451
C -2.521 1.058 -1.406 -0.482
H -0.320 3.660 -0.918 0.447
H -0.632 2.646 -2.456 0.485
H -1.773 3.225 1.114 0.612
H -3.598 1.969 2.206 0.447
H -4.591 0.037 1.061 0.524
H -3.980 -0.459 -1.302 0.668
H -2.255 0.761 -2.427 0.607
C 4.565 -0.792 -1.495 -1.448
C 3.228 -0.872 -0.794 0.051
O 2.633 0.461 -0.608 -0.216
H 4.969 -1.800 -1.641 0.418
H 5.319 -0.271 -0.922 0.427
H 4.482 -0.322 -2.454 0.358
H 3.299 -1.336 0.191 0.253
H 2.527 -1.441 -1.417 0.095
H 3.364 1.071 -0.483 0.227


(7)
57
Properties=species:S:1:pos:R:3:mulliken_charge:R:1 method="wB97M-V/def2-TZVPD" de_lowest_kj_mol=78.4 e_lumo_ev=-5.194 largest_force_ev_per_a=4.01 charge=+1 gap_ev=5.59 energy_ev=-28711.3818
C 1.974 1.528 3.772 -0.597
O 0.614 1.898 3.751 -0.268
C -0.223 0.832 3.767 -0.170
C -1.613 1.002 3.763 0.727
C -2.528 -0.077 3.763 -0.572
C -3.880 0.166 3.764 -0.665
C -4.378 1.471 3.765 1.146
C -5.845 1.729 3.769 -1.424
C -3.479 2.538 3.764 -0.705
C -2.130 2.313 3.762 -0.566
H 2.570 2.443 3.776 0.274
H 2.192 0.947 4.672 0.358
H 2.220 0.942 2.884 0.242
H 0.195 -0.162 3.777 0.433
H -2.156 -1.088 3.763 0.444
H -4.579 -0.654 3.766 0.451
H -6.061 2.798 3.770 0.360
H -6.322 1.301 2.887 0.350
H -6.318 1.300 4.653 0.355
H -3.859 3.546 3.768 0.331
H -1.435 3.136 3.764 0.504
C 4.061 -2.199 -2.551 -1.786
C 2.769 -1.665 -3.194 3.348
C 2.796 -1.902 -4.714 -1.796
C 1.536 -2.340 -2.565 -0.763
C 0.196 -2.308 -3.152 -0.558
C -0.770 -2.501 -2.092 -0.712
C -0.052 -2.655 -0.846 -0.740
C 1.366 -2.555 -1.127 -0.327
Zr 0.462 -0.339 -1.692 0.844
C 0.184 0.171 0.556 -1.570
C -1.534 0.573 -2.465 -1.354
C 1.304 1.806 -2.704 -0.686
C 2.018 1.630 -1.459 -0.618
C 2.810 0.421 -1.559 -0.298
C 2.589 -0.167 -2.881 -0.732
C 1.649 0.708 -3.583 -0.564
H 4.055 -2.035 -1.475 0.279
H 4.168 -3.269 -2.722 0.420
H 4.937 -1.696 -2.958 0.424
H 1.888 -1.527 -5.181 0.302
H 3.640 -1.392 -5.174 0.418
H 2.870 -2.964 -4.941 0.414
H -0.037 -2.157 -4.208 0.401
H -1.850 -2.591 -2.222 0.536
H -0.497 -2.874 0.126 0.517
H 2.167 -2.610 -0.386 0.394
H -0.157 1.195 0.683 0.614
H -0.507 -0.484 1.081 0.448
H 1.161 0.076 1.023 0.296
H -1.691 1.546 -2.007 0.377
H -1.463 0.709 -3.542 0.341
H -2.404 -0.046 -2.258 0.369
H 0.649 2.644 -2.953 0.515
H 2.002 2.313 -0.607 0.482
H 3.457 0.017 -0.779 0.372
H 1.270 0.559 -4.595 0.383